Density functional theory data (ωB97M-V/def2-TZVPD) for C20H23FN2O3 in the gas phase at a distorted geometry.

Structure (XYZ):
```
49
Properties=species:S:1:pos:R:3:forces:R:3:mulliken_charge:R:1
O 0.339 2.578 0.870 -0.117 0.173 -0.276 -0.61
C 0.674 1.754 1.695 -0.184 0.062 0.560 0.33
N 1.914 1.212 1.726 0.392 -0.187 0.110 -0.04
H 2.118 0.485 2.392 -0.103 0.082 -0.059 0.32
C 2.890 1.467 0.693 0.068 -0.006 -0.021 -1.30
C 2.873 0.440 -0.415 -0.048 -0.053 0.132 0.89
C 2.795 -0.923 -0.157 0.010 0.052 -0.278 0.56
C 2.766 -1.873 -1.159 -0.017 0.007 0.247 -0.42
C 2.831 -1.459 -2.477 -0.004 0.070 -0.002 -0.44
C 2.924 -0.108 -2.768 0.041 0.039 -0.143 -0.69
C 2.940 0.826 -1.747 0.048 -0.177 0.073 -0.60
H 2.998 1.878 -1.980 -0.016 0.156 -0.014 0.39
H 2.975 0.220 -3.795 -0.002 0.031 -0.099 0.38
H 2.808 -2.189 -3.271 -0.002 -0.070 -0.071 0.41
H 2.699 -2.918 -0.898 -0.012 -0.102 0.053 0.49
F 2.741 -1.358 1.130 0.067 0.046 -0.058 -0.48
H 2.658 2.448 0.271 0.132 -0.113 0.052 0.45
H 3.886 1.497 1.150 -0.120 0.071 -0.046 0.36
C -0.227 1.279 2.822 -0.050 -0.057 -0.063 -0.93
H 0.266 1.525 3.766 -0.016 0.053 0.002 0.41
H -1.155 1.850 2.765 0.083 0.035 -0.004 0.38
C -0.543 -0.221 2.801 -0.265 0.165 -0.125 -1.14
H -1.007 -0.476 3.757 0.066 -0.052 0.009 0.41
C -1.501 -0.640 1.682 0.351 -0.342 0.125 0.86
C -2.081 -2.031 1.955 -0.287 0.276 -0.110 -1.09
C -3.029 -2.442 0.832 0.280 -0.095 -0.031 -0.65
C -2.307 -2.373 -0.512 -0.408 -0.181 -0.160 -0.96
N -1.745 -1.054 -0.715 0.140 -0.187 -0.012 0.23
C -2.360 -0.201 -1.573 -0.069 0.126 -0.149 0.39
O -3.337 -0.518 -2.227 -0.249 0.139 -0.035 -0.68
C -1.708 1.127 -1.744 0.972 -0.138 -0.450 0.42
C -0.452 1.445 -2.188 -0.735 -0.371 0.267 0.17
C -0.420 2.854 -2.290 -0.491 0.307 0.053 -0.57
C -1.652 3.282 -1.904 0.811 0.344 -0.327 -0.59
O -2.438 2.246 -1.586 -0.611 -0.231 0.215 -0.41
H -2.072 4.263 -1.808 -0.150 0.078 0.061 0.50
H 0.406 3.459 -2.600 0.140 0.208 -0.044 0.44
H 0.336 0.757 -2.415 0.104 -0.195 0.004 0.57
C -0.810 -0.656 0.309 -0.011 0.364 0.359 0.00
H -0.415 0.329 0.069 0.043 -0.139 -0.015 -0.67
H 0.015 -1.377 0.323 0.044 0.039 0.048 -0.10
H -2.996 -2.569 -1.334 0.149 -0.046 0.085 0.53
H -1.490 -3.103 -0.540 -0.017 -0.004 -0.002 0.30
H -3.400 -3.454 0.998 -0.067 -0.015 -0.021 0.43
H -3.884 -1.764 0.807 -0.075 -0.010 -0.022 0.34
H -2.613 -2.033 2.908 0.060 -0.026 0.075 0.39
H -1.262 -2.753 2.027 0.087 -0.059 0.058 0.34
H -2.326 0.079 1.635 -0.014 0.045 -0.017 0.33
H 0.376 -0.807 2.721 0.052 -0.112 0.067 0.36
```
Positions in Å, forces in eV/Å.

Summary:
Orbital gap (eV): 9.04
Structure (SMILES): O=C(CC[C@@H]1CCCN(C(=O)c2ccco2)C1)NCc1ccccc1F
Energy relative to the best compared isomer or geometry (same formula, charge and spin) (kcal per mole): 1.8
Strongest force on any atom (eV/Å): 1.080


Density functional theory data (ωB97M-V/def2-TZVPD) for a molecular structure, C36H35BrMnN6O5S at a distorted geometry.

Structure (XYZ):
```
85
Properties=species:S:1:pos:R:3:forces:R:3:mulliken_charge:R:1
Mn 0.677 0.332 0.902 -0.303 0.212 -0.398 0.76
O 1.984 -1.358 4.217 -0.275 -0.385 0.844 -0.75
S 2.579 -1.128 2.930 -0.494 -1.372 0.150 1.23
O 3.966 -1.441 2.784 0.781 0.246 -0.061 -0.76
N 2.146 0.279 2.414 -0.529 1.002 -1.106 0.92
C 2.534 1.480 2.945 1.781 -0.448 1.616 0.23
C 3.435 1.618 4.015 -0.906 0.644 -1.197 -0.83
C 3.803 2.924 4.444 -0.019 -0.771 -0.220 -0.88
C 3.327 4.068 3.890 -1.049 -0.502 -1.493 -1.10
C 2.376 3.931 2.791 0.206 0.831 1.173 0.81
C 1.666 5.028 2.232 1.951 -0.376 -0.294 -0.59
C 0.862 4.753 1.142 -0.667 2.631 0.932 -0.83
C 0.522 3.479 0.766 1.142 -1.011 1.243 -0.79
N 1.054 2.449 1.416 -0.437 0.204 -1.611 0.38
C 2.019 2.657 2.325 -0.459 -0.276 0.969 0.14
C 1.719 -2.153 1.728 -0.277 0.078 1.368 -0.84
C 2.295 -2.304 0.510 0.865 -0.957 -2.177 0.07
C 1.731 -3.199 -0.413 -0.655 0.067 0.416 -0.56
C 0.518 -3.857 -0.085 1.693 0.928 0.461 -0.46
C -0.108 -3.643 1.145 1.362 0.360 0.535 -1.21
C 0.568 -2.855 2.088 -0.173 0.711 -0.970 0.16
H 3.875 0.738 4.471 -0.079 0.146 0.020 0.51
H 4.521 2.940 5.227 0.485 0.331 0.620 0.44
H 3.641 5.054 4.184 0.028 0.121 0.194 0.39
H 2.032 6.031 2.589 -1.099 -0.898 -0.614 0.33
H 0.321 5.584 0.705 0.162 -0.040 -0.328 0.39
H -0.148 3.295 -0.032 -0.673 -0.304 -0.675 0.75
H 3.256 -1.850 0.253 -0.415 0.008 0.287 0.63
H 2.239 -3.374 -1.378 -0.436 0.025 0.637 0.40
H 0.237 -4.633 -0.734 -0.950 -0.663 -0.872 0.50
H -1.004 -4.150 1.448 -0.271 -0.245 -0.129 0.57
H 0.233 -2.648 3.076 -0.583 -0.262 0.644 0.62
C 3.714 0.875 -0.256 1.417 -2.286 0.267 -1.14
O 2.412 0.548 -0.636 -0.777 -1.062 -1.292 0.29
C 2.185 -0.189 -1.823 -1.571 0.521 0.239 -0.73
C 3.032 -0.405 -2.888 1.509 0.921 0.677 -0.48
C 2.551 -0.967 -4.077 0.515 -0.488 0.510 -0.67
Br 3.744 -1.355 -5.524 -0.233 0.194 0.385 -0.21
C 1.255 -1.398 -4.128 -0.878 -0.588 -1.882 -0.13
C 0.357 -1.152 -3.117 -1.078 -0.004 2.189 0.97
C 0.797 -0.546 -1.906 1.098 0.505 -1.255 1.04
O 0.000 -0.157 -0.951 -0.585 -0.406 0.691 -0.37
C -1.058 -1.668 -3.156 1.474 1.386 0.017 -0.71
N -1.745 -1.919 -4.230 -0.559 -0.847 0.313 -0.78
C -2.913 -2.514 -3.727 1.210 -0.090 1.455 0.63
C -3.927 -3.163 -4.371 -0.064 -0.046 0.508 -0.84
C -4.930 -3.764 -3.628 -0.116 -0.737 0.381 -0.56
C -4.876 -3.870 -2.228 0.417 0.881 0.155 -0.58
C -3.816 -3.230 -1.575 -0.337 -0.766 1.838 -0.71
C -2.844 -2.592 -2.295 -0.540 0.973 -1.654 0.64
N -1.704 -1.911 -1.973 1.058 -0.227 1.172 1.36
H 4.361 -0.084 -0.299 -0.828 1.255 0.530 0.41
H 3.616 1.218 0.804 0.711 0.144 -1.346 0.23
H 4.167 1.469 -1.037 0.149 1.048 0.335 0.40
H 4.085 -0.065 -2.767 -0.828 -0.390 -0.433 0.39
H 0.818 -1.922 -5.004 0.639 0.431 0.484 0.51
H -0.653 1.371 -2.232 0.436 -0.352 0.609 -0.13
H -3.775 -3.288 -5.406 -0.609 -0.011 -1.294 0.45
H -5.709 -4.280 -4.149 -0.366 -0.224 -0.240 0.38
H -5.621 -4.395 -1.602 0.398 0.311 -0.777 0.38
H -3.684 -3.318 -0.474 -0.287 0.069 -0.806 0.29
H -1.283 -1.622 -1.054 -0.684 -0.509 -1.366 -0.70
C -1.826 -0.343 5.723 -1.565 1.008 0.104 -1.05
N -1.811 -0.306 4.258 -0.394 0.692 0.327 0.22
C -2.943 -0.421 3.420 2.734 -0.414 -0.431 -0.67
C -2.440 -0.220 2.161 -0.541 -0.003 -0.079 -0.48
N -1.096 0.141 2.212 -0.596 -0.143 0.820 0.36
C -0.782 0.114 3.519 -0.333 0.079 -0.870 -0.46
H -2.291 -1.275 6.042 0.787 -0.243 0.209 0.34
H -2.567 0.404 6.022 -0.032 0.076 0.046 0.43
H -0.923 0.004 6.248 0.036 -0.869 -0.748 0.32
H -3.853 -0.869 3.713 -0.725 -0.095 0.460 0.39
H -3.064 -0.352 1.259 0.956 0.316 0.393 0.40
H 0.152 0.476 3.952 -0.250 -0.507 -0.201 0.30
C -2.821 1.514 -3.116 -0.417 0.823 -1.050 -0.76
C -1.635 2.373 -3.493 -0.707 1.955 1.126 0.52
C -2.061 3.879 -3.557 2.003 -0.847 -0.987 -1.61
O -0.751 2.311 -2.386 0.789 0.063 -0.222 -0.58
H -3.533 1.640 -3.961 -0.133 -0.502 0.924 0.38
H -3.189 1.816 -2.125 -0.277 0.316 -0.511 0.18
H -2.522 0.498 -2.988 0.100 -0.908 -0.316 0.08
H -1.150 2.081 -4.426 -0.019 -0.213 -0.009 0.28
H -2.207 4.243 -2.566 -0.743 0.118 0.753 0.35
H -2.863 4.015 -4.243 -1.063 0.154 -0.188 0.43
H -1.256 4.524 -3.955 -0.006 -0.500 0.078 0.38
```
Positions in Å, forces in eV/Å.

Summary:
Orbital gap (alpha / beta) (eV): 7.18 / 7.18
2S+1: 6
Expectation value of S²: 8.75
Strongest force on any atom (eV/Å): 2.870


Density functional theory data (ωB97M-V/def2-TZVPD) for 2 unconnected molecules or ions with the total composition C10H9F3N3O5S at a distorted geometry.

Structure (XYZ):
```
31
Properties=species:S:1:pos:R:3:forces:R:3:mulliken_charge:R:1
N 3.920 -0.674 0.917 -1.986 1.221 -0.836 -0.62
C 2.531 -0.316 0.507 -1.916 -0.006 -2.047 0.22
C 1.952 -0.729 -0.890 -0.992 1.646 2.562 0.75
C 2.852 -1.535 -1.952 -0.957 -0.513 1.948 -1.03
O 3.686 -0.679 -2.781 -0.095 -1.067 2.053 -0.15
O 3.099 -0.605 -4.022 -1.502 1.270 -1.572 -0.40
C 0.452 -0.347 -1.246 0.920 1.836 4.394 -0.58
C -0.354 0.454 -0.206 1.917 -1.166 -1.025 -0.45
C 0.200 0.894 1.213 0.199 -1.122 -2.349 0.38
N -0.704 1.629 2.056 5.439 -1.191 2.475 -0.50
C -0.051 1.895 3.297 0.622 -0.600 -1.176 -0.18
C 1.404 1.512 3.683 -0.534 -0.821 -2.724 -0.23
N 2.286 0.823 2.801 -4.685 1.539 -0.131 -0.53
C 1.655 0.492 1.553 -0.018 -0.254 -0.475 0.46
H 4.409 0.185 1.239 -0.480 -1.026 -0.279 0.23
H 4.425 -1.119 0.140 -0.370 0.583 0.510 0.27
H 3.561 -2.237 -1.361 -1.078 1.103 -1.115 0.35
H 2.129 -2.184 -2.576 1.425 1.128 0.728 0.36
H 2.466 0.159 -3.933 0.743 -0.859 -0.138 0.34
H -0.039 -0.633 -2.242 0.881 0.435 1.761 0.36
H -1.445 0.735 -0.502 2.045 -0.583 0.772 0.30
H -0.665 2.471 4.087 1.054 -1.058 -1.492 0.30
H 1.819 1.803 4.715 -0.759 -0.511 -1.837 0.32
C -5.633 0.115 -0.150 -0.822 0.487 0.519 0.58
F -6.486 0.742 -1.000 0.535 -0.344 0.127 -0.24
F -5.262 1.049 0.762 0.131 -0.455 -0.471 -0.23
F -6.382 -0.791 0.528 0.523 0.168 -0.398 -0.24
S -4.181 -0.658 -1.023 1.667 -1.279 -1.046 1.18
O -3.498 0.449 -1.691 -0.687 0.023 0.605 -0.70
O -4.761 -1.623 -1.952 -0.373 0.772 0.697 -0.68
O -3.383 -1.277 0.030 -0.848 0.644 -0.039 -0.66
```
Positions in Å, forces in eV/Å.

Summary:
Orbital gap (eV): 7.05
Total charge: -1
Strongest force on any atom (eV/Å): 6.093